P | {
  "formula": "CH2N2O2",
  "method": "wB97M-V/def2-TZVPD",
  "lumo_energy_ev": [-2.0, -1.3],
  "e_homo_ev": [-10.31, -10.41],
  "orbital_gap_ev": [8.32, 9.07],
  "symbols": ["O", "O", "N", "N", "C", "H", "H"],
  "coordinates": [[-1.732, 0.766, 0.027], [0.774, 0.113, 0.017], [-0.101, -0.890, 0.122], [1.997, 0.044, -0.110], [-1.367, -0.381, -0.024], [-1.998, -1.201, -0.199], [2.426, 1.548, 0.167]]
}



Q | {
  "formula": "CH2N2O2",
  "method": "wB97M-V/def2-TZVPD",
  "lumo_energy_ev": [-0.9, -1.8],
  "e_homo_ev": [-9.92, -9.68],
  "orbital_gap_ev": [9.02, 7.88],
  "symbols": ["O", "O", "N", "N", "C", "H", "H"],
  "coordinates": [[0.020, -1.314, 0.326], [1.245, 1.634, 0.589], [-0.807, 0.787, -0.520], [-0.460, -0.033, 0.517], [0.334, 1.057, 0.166], [-0.490, -1.934, 0.757], [0.158, -0.198, -1.834]]
}



It is Q that is the most stable of them.